(1)
Molecular formula: C4H5P
Method: DFT, ωB97M-V with the def2-TZVPD basis set

Last column: natural (NBO) charge in e.
Atoms and positions in Å:
C 0.220573 2.657057 0.601162  -0.8121
P 1.497222 1.592036 0.759351  0.6716
C 0.317205 -0.326702 0.824709  -0.1798
C -0.306852 -1.265236 1.456797  -0.2623
C -0.011242 -1.588496 -0.007447  -0.4536
H 0.428788 3.595494 0.214048  0.2148
H -0.720317 2.429765 0.977647  0.2238
H -0.472838 -1.689131 2.403193  0.2177
H 0.885453 -2.330771 -0.081248  0.1821
H -0.904384 -1.637701 -0.684374  0.1978

Cartesian forces (eV/Å) of the 2 atoms listed first:
C 2.1 -2.1 0.6
P -2.3 -2.4 -0.6

SMILES: C=PC1=CC1
Highest occupied orbital energy, eV: -9.168
E_LUMO, eV: -0.27
Gap between HOMO and LUMO, hartree: 0.32683

---

(2)
Molecular formula: C6H12O
Method: DFT, ωB97M-V with the def2-TZVPD basis set

Last column: natural (NBO) charge in e.
Atoms and positions in Å:
C 1.855883 2.011488 0.875474  -0.6567
C 0.461806 1.515275 1.196323  -0.1668
C -0.162337 0.511537 0.573654  -0.2258
C -1.568013 0.144028 0.796107  -0.2299
C -2.028952 -1.054766 0.415540  -0.1565
C -3.451947 -1.425636 0.573720  -0.6432
H 2.545031 2.266050 1.669487  0.2203
H 1.681450 2.893985 0.226166  0.2155
H 2.553338 1.363527 0.340217  0.2177
H -0.159396 2.273608 1.719882  0.1920
H 0.299789 -0.019421 -0.240384  0.1982
H -2.287657 0.924927 1.010931  0.1985
H -1.352579 -1.741714 -0.073219  0.1933
H -3.566470 -2.365372 1.094248  0.2170
H -4.089063 -0.685032 1.044419  0.2131
H -3.865794 -1.492380 -0.439311  0.2133
O 4.564513 -1.448656 -3.308297  -0.9231
H 4.530978 -2.410953 -3.378512  0.4617
H 4.039416 -1.260490 -4.096436  0.4616

Cartesian forces (eV/Å) of the 2 atoms listed first:
C 0.1 0.3 -1.0
C 0.1 0.7 -0.5

SMILES: C/C=C/C=C/C.O
Highest occupied orbital energy, eV: -8.300
E_LUMO, eV: 0.89
Gap between HOMO and LUMO, hartree: 0.33759

---

(3)
Molecular formula: C19H18IrN3O3
Method: DFT, ωB97M-V with the def2-TZVPD basis set

Last column: Mulliken spin population.
Atoms and positions in Å:
Ir 0.062830 -0.485850 -0.086341  2.5421
C -4.306633 -0.427173 -0.409669  -0.0012
C -4.634265 0.882709 -0.099070  0.0050
C -3.626357 1.828136 0.027855  0.0051
C -2.308091 1.434629 -0.127644  0.0292
N -1.995997 0.148631 -0.393146  0.0768
C -2.969309 -0.753353 -0.551144  0.0043
C -1.158561 2.357644 -0.073905  0.0011
C -1.235703 3.740163 -0.170594  0.0019
C -0.055990 4.466194 -0.229525  -0.0040
C 1.165764 3.809232 -0.221683  0.0018
C 1.169763 2.424668 -0.129335  -0.0114
N 0.025748 1.748933 -0.023386  0.1072
C 2.371722 1.570892 -0.251726  0.0304
C 3.671709 2.033377 -0.132331  0.0067
C 4.725796 1.157757 -0.355646  0.0029
C 4.454701 -0.149094 -0.726983  0.0019
C 3.132771 -0.554369 -0.801943  0.0071
N 2.121294 0.278358 -0.545863  0.0809
H -5.065642 -1.184232 -0.541079  -0.0002
H -5.667740 1.168854 0.042802  -0.0002
H -3.868105 2.856727 0.252229  0.0011
H -2.667367 -1.762111 -0.803916  0.0080
H -2.193256 4.236622 -0.227569  0.0013
H -0.090353 5.543317 -0.320845  -0.0003
H 2.089358 4.361891 -0.312722  0.0011
H 3.865022 3.062618 0.134808  0.0018
H 5.746377 1.497604 -0.242874  -0.0003
H 5.245667 -0.851207 -0.948111  0.0001
H 2.869375 -1.568207 -1.075120  0.0021
C 1.526557 -1.752163 4.088256  0.0257
C 0.364462 -1.769904 3.152894  0.6454
C -0.941743 -2.319906 3.614409  0.0284
O 0.228728 -0.619461 2.388740  0.1072
C 0.928019 -3.351445 1.270574  0.0090
O 1.203092 -4.402048 1.705511  0.1174
O 0.761041 -2.606845 0.331790  0.0885
H 1.287030 -1.120999 4.952129  0.0294
H 2.426466 -1.353365 3.613272  0.0116
H 1.742378 -2.748552 4.464818  0.0019
H -1.331110 -1.666931 4.403479  0.0305
H -0.810659 -3.313545 4.035026  0.0002
H -1.686389 -2.350562 2.817959  0.0123
H 0.930200 -0.001134 2.639418  -0.0096

Cartesian forces (eV/Å) of the 2 atoms listed first:
Ir -0.1 0.4 0.3
C 0.1 0.1 0.0

Highest occupied orbital energy (alpha / beta), eV: -14.056 / -15.300
E_LUMO (alpha / beta), eV: -6.65 / -7.55
Total charge: +2
Spin multiplicity: 5
Expectation value of S²: 6.01
Gap between HOMO and LUMO (alpha / beta), hartree: 0.27200 / 0.28462

---

(4)
Molecular formula: H2O2PS
Method: DFT, ωB97M-V with the def2-TZVPD basis set

Last column: natural (NBO) charge in e.
Atoms and positions in Å:
O 0.080513 1.513402 1.380297  -1.2140
P -0.469202 1.752274 0.074494  0.8354
S -1.272696 -0.194186 -0.613401  -0.0019
O -2.444497 -0.487030 0.591388  -0.8933
H -1.937451 2.143751 0.315070  -0.1935
H -2.109652 -0.423319 1.448742  0.4674

Cartesian forces (eV/Å) of the 2 atoms listed first:
O 2.1 -0.7 4.8
P -2.8 0.9 -4.5

SMILES: [O-]PSO
Highest occupied orbital energy, eV: -3.019
E_LUMO, eV: 4.02
Total charge: -1
Gap between HOMO and LUMO, hartree: 0.25866

---

What are the energy above the lowest of the compared OMol25 structures with the same formula, charge and spin values for these records? In order: 343.0 187.3 56.7 44.2 kJ/mol.